Record 1
96
Properties=species:S:1:pos:R:3 method="wB97M-V/def2-TZVPD" total_charge=0 smiles="CCOCCCCCC1=C(CCO[Si](C)(C)C)C(=O)C([PH2]=S)=C(CCN)C1=O.COCCOC.COCCOC" homo_ev=-8.5
C -2.32615 -0.57651 -0.58026
C -1.62420 -1.17137 -1.77743
O -2.51774 -1.84747 -2.65347
C -2.30759 -3.24324 -2.67828
C -2.78972 -3.98825 -1.42211
C -1.68414 -4.73875 -0.64103
C -1.62461 -4.36932 0.85367
C -0.64580 -3.25362 1.16295
C 0.82204 -3.60244 1.12787
C 1.78736 -2.68908 1.37540
C 1.54132 -1.25137 1.75174
C 0.83748 -1.01753 3.10011
O 1.66967 -0.22741 3.93787
Si 0.95048 1.13300 4.59670
C 2.23671 1.84569 5.75301
C -0.59428 0.59273 5.53501
C 0.47128 2.39828 3.30791
C 3.21529 -3.11513 1.24257
O 4.07986 -2.74078 2.01528
C 3.46734 -4.07531 0.09895
P 5.02926 -3.91324 -0.80064
S 6.65455 -3.88793 0.26007
C 2.49369 -4.96889 -0.15531
C 2.50362 -5.96872 -1.27278
C 2.18566 -5.29041 -2.63156
N 1.34096 -4.09309 -2.49086
C 1.29615 -4.96228 0.74540
O 0.77848 -6.00434 1.10668
H -3.20798 -0.04639 -0.92230
H -1.68512 0.15611 -0.09537
H -2.61770 -1.30916 0.16541
H -1.13776 -0.36550 -2.32237
H -0.84001 -1.87196 -1.49249
H -1.25024 -3.44884 -2.85571
H -2.85753 -3.60445 -3.53969
H -3.55365 -4.69855 -1.71724
H -3.27945 -3.29184 -0.75213
H -0.72269 -4.55620 -1.11745
H -1.88772 -5.80372 -0.69707
H -2.61372 -4.01937 1.14181
H -1.44357 -5.25406 1.44654
H -0.77902 -2.41818 0.48186
H -0.87534 -2.87495 2.15306
H 0.95918 -0.81706 0.93777
H 2.48939 -0.72969 1.75189
H 0.62888 -1.96570 3.58374
H -0.10306 -0.50354 2.90443
H 1.91071 2.76149 6.22693
H 3.14219 2.00571 5.17358
H 2.47243 1.07622 6.48291
H -1.39922 0.46941 4.81571
H -0.87960 1.35025 6.25645
H -0.42084 -0.36229 6.01748
H 0.26913 3.34799 3.79892
H -0.43659 2.14414 2.76455
H 1.23588 2.58533 2.55876
H 4.86849 -2.69948 -1.49891
H 5.03561 -4.91199 -1.78285
H 3.45579 -6.48429 -1.30547
H 1.71441 -6.69552 -1.11933
H 3.10297 -5.02438 -3.14727
H 1.68271 -6.00654 -3.27071
H 0.51014 -4.16101 -3.05668
H 1.83736 -3.26900 -2.78668
C 2.88465 6.79632 -0.38085
O 2.21896 6.27880 -1.51990
C 2.20501 4.86255 -1.57171
C 0.88679 4.29170 -1.09692
O 0.65674 4.55500 0.27856
C -0.21582 5.64907 0.50314
H 2.61634 7.84766 -0.29236
H 2.58658 6.27776 0.53290
H 3.97012 6.71849 -0.50301
H 3.03066 4.44746 -0.98578
H 2.35508 4.57449 -2.61682
H 0.91196 3.20371 -1.21918
H 0.06407 4.68043 -1.70526
H -1.25450 5.35874 0.31132
H 0.03896 6.50575 -0.12395
H -0.12197 5.93548 1.54943
C -1.53823 2.89122 -2.17672
O -2.68723 2.74223 -1.36218
C -3.24038 3.97809 -0.93653
C -4.43495 4.37988 -1.77285
O -4.07509 4.64253 -3.11884
C -4.35267 3.56594 -3.99781
H -1.35795 1.93685 -2.67015
H -1.67867 3.66016 -2.93968
H -0.66426 3.14186 -1.56434
H -2.48092 4.76577 -0.95565
H -3.56506 3.84844 0.10053
H -4.85613 5.30271 -1.36243
H -5.20733 3.60635 -1.72533
H -5.42543 3.51324 -4.21198
H -4.02054 2.61004 -3.58697
H -3.82018 3.75505 -4.92827



Record 2
27
Properties=species:S:1:pos:R:3 method="wB97M-V/def2-TZVPD" total_charge=0 de_lowest_kcal_mol=16.5 smiles=Cc1c[nH]c2ccccc12.CC homo_ev=-7.8
C -1.91577 1.75286 2.37229
C -0.67545 0.44453 -0.93105
C -0.99295 0.16774 0.42770
C -1.29701 1.44331 1.04111
C -1.15036 2.39837 0.07902
C -0.51178 -1.90472 -1.34271
C -0.48315 -0.60100 -1.81400
C -1.00435 -2.15406 -0.05422
C -1.25081 -1.14293 0.85982
N -0.73034 1.80567 -1.11178
H -0.44898 -2.65905 -2.11601
H -0.29698 -0.32238 -2.84985
H -1.17918 -3.20934 0.12713
H -1.57865 -1.36598 1.86030
H -0.62229 2.13513 -2.06341
H -1.10105 3.47042 0.05702
H -1.34317 2.42018 3.01864
H -1.96439 0.79523 2.90438
H -2.92590 2.15347 2.32444
C 3.91660 -1.36405 -0.67107
C 4.15421 -0.68896 0.67829
H 4.88052 -1.60129 -1.12106
H 3.47023 -2.35615 -0.51805
H 3.18462 -0.83952 -1.28049
H 3.23337 -0.59403 1.24776
H 4.59274 0.29340 0.48629
H 4.87856 -1.25136 1.26640



Record 3
49
Properties=species:S:1:pos:R:3 method="wB97M-V/def2-TZVPD" total_charge=+1 de_lowest_kcal_mol=18.1 multiplicity=5 homo_ev="-9.0 / -11.7" s_squared=6.07
Pt 6.41044 11.07132 8.79387
C 10.30283 16.15459 5.55475
C 9.74156 14.88945 6.14940
C 10.25815 13.64157 5.63753
C 9.72475 12.47485 6.14790
C 8.58468 12.49929 7.05559
N 7.98921 11.37913 7.41968
C 8.69091 10.14669 7.41485
C 9.97509 10.03136 7.94120
C 10.57801 8.79362 7.92461
C 9.88281 7.68154 7.37486
C 10.59232 6.36941 7.37588
C 8.58932 7.77454 6.94945
C 7.98027 9.05693 6.90856
N 6.65036 9.18549 6.46266
C 6.02675 8.67769 5.34409
C 4.73514 9.18966 5.33388
C 4.64753 10.00047 6.50360
N 5.81989 10.03412 7.17813
C 8.03240 13.73497 7.42130
C 8.65993 14.91804 6.97963
N 6.67009 13.85517 7.84758
C 5.98496 15.03192 7.99990
C 4.64583 14.71903 8.05641
C 4.50969 13.34115 7.96612
N 5.76067 12.75232 7.88602
H 10.96003 15.97816 4.72195
H 10.89158 16.66672 6.33714
H 9.49619 16.77530 5.25340
H 11.05980 13.67012 4.86195
H 10.05086 11.47938 5.77995
H 10.53853 10.94456 8.23666
H 11.61177 8.64725 8.20438
H 10.03351 5.62982 6.82613
H 10.71575 6.03791 8.42744
H 11.63288 6.49553 6.91062
H 7.98961 6.88266 6.73252
H 6.49579 7.88014 4.76087
H 4.02830 8.92167 4.56821
H 3.82614 10.62535 6.87451
H 8.27766 15.91139 7.18890
H 6.50633 15.97885 8.07889
H 3.83154 15.40327 8.02648
H 3.53748 12.79844 7.99936
O 7.56377 11.24103 12.34261
S 6.33099 11.37921 11.57615
O 6.86851 12.29927 10.29678
O 5.21246 12.12132 12.09062
S 5.73530 9.47616 10.39356



Record 4
117
Properties=species:S:1:pos:R:3 method="wB97M-V/def2-TZVPD" total_charge=-1 homo_ev=-4.6
C -3.90606 4.76742 3.26020
C -4.13419 5.62468 1.84189
C -2.97804 6.73504 1.55348
C -1.53352 6.20060 1.05543
C -1.35286 4.61300 0.78399
C 0.21085 4.23396 1.24605
C 0.87400 3.09292 0.26463
C 0.57965 1.53927 0.76454
C -0.36734 0.85532 -0.38714
C -0.30115 -0.78288 -0.45789
C -0.40992 -1.54483 0.99034
C 0.44763 -2.96833 0.99588
C 1.30492 -3.04781 2.42659
C 0.37387 -3.50043 3.69990
C 1.17103 -3.62062 5.12761
B 2.01792 -2.25627 5.54367
C 1.99921 -1.92229 7.15593
C 3.58207 -2.31900 5.03327
C 3.88163 -0.64806 4.48678
C 5.46841 -0.39663 3.82874
O 4.08215 -0.46686 2.94709
H -4.19092 5.38140 4.21658
H -2.77774 4.40662 3.37516
H -4.60779 3.81306 3.15248
H -5.15130 6.21726 2.02155
H -4.36738 4.89887 0.92720
H -3.40427 7.46866 0.71816
H -2.81068 7.43138 2.50836
H -1.28349 6.76647 0.03414
H -0.71450 6.53569 1.83026
H -2.02703 3.88537 1.39821
H -1.40439 4.34453 -0.36294
H 0.90908 5.19692 1.15973
H 0.25151 3.93185 2.40089
H 0.50033 3.26278 -0.84548
H 2.04778 3.21510 0.23314
H 0.09931 1.49973 1.84022
H 1.61085 0.95783 0.78978
H -1.46408 1.28420 -0.23220
H -0.03399 1.24322 -1.46401
H 0.62386 -1.15375 -1.11537
H -1.25953 -1.12468 -1.08261
H -1.54953 -1.85642 1.16061
H -0.03715 -0.92547 1.91010
H -0.28121 -3.90667 0.88924
H 1.26329 -3.01593 0.14761
H 1.80840 -1.99518 2.54324
H 2.17275 -3.83746 2.30288
H -0.02175 -4.59606 3.44580
H -0.60357 -2.83584 3.83775
H 1.90612 -4.53632 5.05785
H 0.35391 -3.84102 5.96506
H 1.50182 -1.34684 4.97941
H 2.42684 -2.84535 7.75625
H 2.75502 -1.02947 7.37360
H 0.92388 -1.64149 7.53493
H 3.77528 -2.99609 4.09957
H 4.37323 -2.46393 5.88338
H 3.37848 0.28178 5.16214
H 5.68563 0.65499 4.29225
H 5.83837 -1.43788 4.21412
Cl 0.16653 -3.18776 -2.96118
C 1.28601 -2.92221 -4.32091
C 2.40177 -1.95291 -3.96411
Cl 1.80373 -0.28898 -3.75114
H 0.70316 -2.56916 -5.17707
H 1.70931 -3.89802 -4.57679
H 3.13987 -1.92242 -4.77146
H 2.91567 -2.24960 -3.04471
Cl -4.40075 7.18780 -1.62914
C -4.04911 8.78714 -2.32991
C -2.66604 8.84612 -2.95872
Cl -1.36996 8.77196 -1.73955
H -4.16628 9.53688 -1.54154
H -4.81186 8.97279 -3.09190
H -2.54161 9.79191 -3.49494
H -2.51071 8.02913 -3.66993
Cl 3.60046 -5.38054 -5.55672
C 3.17179 -6.77825 -4.53925
C 3.31434 -8.09556 -5.28499
Cl 2.08819 -8.28005 -6.56335
H 2.15171 -6.63095 -4.17166
H 3.84856 -6.76276 -3.67982
H 3.17681 -8.93151 -4.59232
H 4.30232 -8.19423 -5.74498
Cl -5.18414 10.47333 -4.70565
C -6.80048 10.94867 -4.12764
C -7.37300 12.11350 -4.91959
Cl -6.49572 13.63214 -4.61006
H -6.72467 11.18391 -3.06167
H -7.44567 10.07200 -4.23743
H -8.41385 12.28495 -4.62843
H -7.34861 11.92037 -5.99640
Cl 0.89579 -8.69504 -2.75301
C 1.16184 -8.61238 -0.99375
C 1.19240 -7.17985 -0.48514
Cl 2.63884 -6.30089 -1.03916
H 2.09197 -9.14161 -0.76541
H 0.33700 -9.15599 -0.52363
H 1.21915 -7.17439 0.60884
H 0.30979 -6.61844 -0.80642
Cl 6.80397 -5.64993 -9.54616
C 5.18763 -5.17459 -8.96815
C 4.61511 -4.00977 -9.76009
Cl 5.49239 -2.49113 -9.45057
H 5.26344 -4.93936 -7.90218
H 4.54244 -6.05126 -9.07793
H 3.57426 -3.83831 -9.46894
H 4.63950 -4.20290 -10.83690
Cl -3.17783 -3.69333 5.36914
C -3.42597 -4.72580 6.79919
C -2.92556 -4.06780 8.07528
Cl -1.14960 -3.94046 8.11371
H -2.92898 -5.68355 6.61731
H -4.50190 -4.90960 6.87326
H -3.21808 -4.66802 8.94228
H -3.34107 -3.06338 8.20135



Record 5
67
Properties=species:S:1:pos:R:3 method="wB97M-V/def2-TZVPD" total_charge=+1 de_lowest_kcal_mol=345.6 multiplicity=6 homo_ev="-10.8 / -10.6" s_squared=8.78
Fe -1.67547 -0.51555 -0.03059
C -3.58515 3.88690 -0.71433
C -0.90857 1.02812 -1.69260
C -0.77167 0.82035 -3.04801
C 0.53766 1.13499 -3.43968
C 1.19699 0.84293 -4.73363
N 1.25136 1.66859 -2.42720
N 0.32657 1.56900 -1.30739
B 1.65993 0.66815 -1.26209
N 2.67120 1.11827 -0.31662
N 2.35632 0.82980 0.98748
C 3.37097 1.27338 1.69943
C 3.36645 1.16865 3.18710
C 4.36722 1.83880 0.86363
C 3.89146 1.72710 -0.41394
C 4.50586 2.12538 -1.71422
N 1.31209 -0.77041 -1.44609
N 0.14509 -1.33238 -0.96602
C 0.20891 -2.62293 -1.27745
C -0.88153 -3.58441 -0.94926
C 1.41193 -2.91000 -1.94368
C 2.08779 -1.71810 -2.01757
C 3.44505 -1.39277 -2.54219
H -4.62268 3.61517 -1.02309
H -1.94382 3.21489 0.35568
H -3.78141 1.54314 -1.13028
H -1.51405 0.35340 -3.67646
H 0.53372 1.11094 -5.55502
H 1.37467 -0.23359 -4.80238
H 2.14069 1.37248 -4.83619
H 0.37343 2.33759 -0.64431
H 2.57273 0.49895 3.51153
H 3.20309 2.14542 3.64480
H 4.32057 0.78920 3.55164
H 5.30585 2.27344 1.16426
H 5.14921 2.99078 -1.56886
H 3.74856 2.38763 -2.45157
H 5.12148 1.32134 -2.12220
H -1.37832 -3.31183 -0.02088
H -0.46890 -4.58631 -0.84253
H -1.63165 -3.59299 -1.74073
H 1.73983 -3.86818 -2.30888
H 3.80028 -2.19195 -3.18844
H 4.15457 -1.27723 -1.72040
H 3.44678 -0.46314 -3.11658
Cl -3.30396 -1.13613 -1.54465
C -2.75359 1.09640 0.81075
Cl -2.90443 2.37525 -0.41174
C -0.30558 4.52739 2.29167
O -0.15668 5.42189 1.57164
O -0.46293 3.59000 2.95592
H -3.46072 1.42310 1.57813
C -3.83854 -3.21638 1.73388
N -3.47919 -2.33123 2.84476
C -4.24502 -2.40192 4.08562
C -2.41271 -1.55749 2.71510
C -2.00487 -0.64558 3.83432
O -1.73544 -1.59382 1.65657
H -4.79739 -3.67533 1.95357
H -3.08876 -3.99845 1.61234
H -3.91113 -2.64945 0.80618
H -5.24204 -2.76728 3.85829
H -4.34091 -1.41877 4.53822
H -3.77880 -3.08088 4.80152
H -1.84794 -1.20383 4.75759
H -2.77778 0.10034 4.02556
H -1.08667 -0.14085 3.55058



Record 6
54
Properties=species:S:1:pos:R:3 method="wB97M-V/def2-TZVPD" total_charge=0 smiles=C#CC[PH](S)(CCC(F)(F)C(F)(F)C(F)(F)C(F)(F)F)c1ccncc1.CCOCC homo_ev=-9.1
C -5.46594 5.69854 1.68608
C -4.35721 5.95885 1.26895
C -2.85167 6.08833 0.84099
P -2.00438 4.43435 1.20134
S -1.58675 5.22754 3.21646
C -0.18197 4.02912 0.93101
C 0.04217 2.46227 1.19393
C 0.76567 1.70297 0.01390
F 2.15101 1.65941 0.31762
F 0.61437 2.29116 -1.23384
C 0.19049 0.20142 0.00039
F -1.14325 0.28786 -0.41165
F 0.16717 -0.21979 1.34315
C 1.01459 -0.79669 -0.92465
F 1.87842 -0.18396 -1.80864
F 0.06137 -1.47877 -1.70949
C 1.78301 -1.92536 -0.10540
F 2.67159 -1.39378 0.80971
F 2.55743 -2.70163 -0.97429
F 0.88915 -2.81185 0.47335
C -2.52680 3.84231 -0.52967
C -1.79791 4.18442 -1.82557
C -2.39953 3.65650 -3.06927
N -3.53175 2.90873 -3.26784
C -4.21049 2.55243 -2.12641
C -3.74123 3.00012 -0.79459
H -6.34724 5.17032 2.12608
H -2.35186 6.95839 1.35911
H -2.86156 6.26858 -0.27968
H -2.79884 3.40449 1.82459
H -1.08722 4.19069 3.97546
H 0.38590 4.56109 1.75699
H 0.25869 4.40464 -0.03324
H 0.68430 2.34348 2.12330
H -0.96370 2.01164 1.42846
H -0.85670 4.80501 -1.80917
H -1.82851 3.91475 -4.01558
H -5.15948 1.94039 -2.18233
H -4.35655 2.68675 0.10262
C 3.05685 -8.11498 -1.31947
C 2.54440 -7.86514 0.08917
O 3.53977 -7.38434 0.97944
C 4.15326 -6.15160 0.63140
C 3.17632 -4.99280 0.53075
H 3.88596 -8.82793 -1.30317
H 2.25935 -8.51704 -1.94856
H 3.42241 -7.20027 -1.78886
H 2.18669 -8.80893 0.50627
H 1.68496 -7.18667 0.07967
H 4.72705 -6.26380 -0.29493
H 4.87975 -5.93456 1.41852
H 2.42974 -5.15349 -0.24805
H 3.70752 -4.07070 0.30050
H 2.64119 -4.86248 1.47514